Record 1
Formula: C10H10BrNO3
Source: the Open Molecules 2025 dataset
Level of theory: wB97M-V/def2-TZVPD

```
25
C10H10BrNO3, DFT wB97M-V/def2-TZVPD
Br 0.73 -2.46 -1.46
O 0.72 0.83 1.89
O -1.73 -0.15 -1.86
O 2.27 -2.21 1.98
N -0.78 0.25 0.20
C 0.43 0.48 0.76
C 1.52 0.14 -0.33
C 2.47 -1.55 1.03
C 1.20 -0.16 -2.96
C -0.80 -0.13 -1.14
C 2.63 -0.70 0.09
C 0.64 -0.50 -1.58
C -2.07 0.42 0.87
C -2.27 0.19 2.34
C -2.29 1.58 1.72
H -1.38 2.07 1.96
H -3.08 -0.28 2.65
H 0.47 -0.60 -3.59
H -1.44 -0.04 2.93
H -3.20 1.99 1.81
H 2.20 -0.30 -3.23
H -2.81 0.08 0.22
H 1.05 0.82 -2.99
H 1.90 1.02 -0.83
H 3.61 -0.80 -0.49
```

Values from the calculation:
**Gap between HOMO and LUMO**: 9.404 eV
**Relative energy (zero: lowest compared OMol25 entry of this formula, charge and spin)**: 1.364 eV

Löwdin atomic charges, in units of e: 0.840 0.124 0.151 0.188 0.109 -0.357 -0.180 -0.246 -0.083 -0.456 -0.141 -0.618 -0.197 -0.038 -0.038 0.102 0.059 0.074 0.084 0.065 0.077 0.129 0.042 0.146 0.162

---

Record 2
Formula: C10H10BrNS
Source: the Open Molecules 2025 dataset
Level of theory: wB97M-V/def2-TZVPD

```
23
C10H10BrNS, DFT wB97M-V/def2-TZVPD
Br -4.74 -0.20 0.10
S -2.10 2.49 0.89
N -0.84 1.98 -0.02
C 1.58 -0.96 1.79
C -1.82 -0.72 0.42
C -0.54 -0.21 0.92
C 0.19 -1.17 1.69
C -3.02 -0.22 0.62
C 1.44 0.99 0.35
C 0.01 0.98 0.44
C -0.33 2.75 -1.09
C -1.58 -1.91 -0.52
C 2.18 0.04 1.03
H -1.79 -2.88 0.04
H -2.08 -1.78 -1.43
H 0.74 3.16 -0.93
H -0.50 -1.99 -0.66
H -1.03 3.57 -1.46
H -0.16 2.05 -2.05
H 3.34 0.15 1.04
H 2.13 -1.82 2.16
H -0.20 -2.18 1.88
H 1.94 1.91 -0.04
```

Values from the calculation:
**Gap between HOMO and LUMO (alpha / beta)**: 6.649 / 7.802 eV
**Relative energy (zero: lowest compared OMol25 entry of this formula, charge and spin)**: 4.532 eV

Löwdin atomic charges, in units of e: 0.752 0.761 -0.612 -0.093 -0.385 -0.192 -0.012 -0.636 -0.023 -0.266 -0.175 -0.032 -0.114 0.109 0.059 0.092 0.076 0.089 0.130 0.138 0.099 0.125 0.108

---

Record 3
Formula: C10H10CeN4O3Se5
Source: the Open Molecules 2025 dataset
Level of theory: wB97M-V/def2-TZVPD

```
33
C10H10CeN4O3Se5, DFT wB97M-V/def2-TZVPD
Ce 7.23 11.77 6.05
Se 8.07 14.47 5.11
Se 6.05 14.82 6.10
Se 4.40 11.36 6.59
Se 8.64 8.16 6.31
Se 4.56 13.14 5.13
O 8.41 12.46 8.05
O 8.70 10.24 8.22
O 10.61 9.52 4.89
N 7.93 11.49 3.55
N 8.12 6.64 5.48
N 7.14 9.16 5.63
N 9.60 11.44 5.67
C 4.52 7.55 3.67
C 9.34 11.06 3.40
C 6.40 8.29 4.95
C 6.91 6.86 4.94
C 6.10 5.82 4.40
C 10.28 11.42 6.98
C 4.93 6.18 3.79
C 9.93 10.58 4.72
C 5.19 8.59 4.27
C 9.11 11.37 7.88
H 7.83 12.43 3.15
H 6.48 4.80 4.51
H 9.97 11.90 3.07
H 10.86 12.34 7.10
H 3.63 7.78 3.07
H 9.45 10.21 2.74
H 4.84 9.61 4.20
H 7.29 10.85 3.01
H 10.97 10.58 7.00
H 4.28 5.41 3.39
```

Values from the calculation:
**Total charge**: -1
**2S+1**: 2
**Gap between HOMO and LUMO (alpha / beta)**: 5.594 / 5.603 eV
**Relative energy (zero: lowest compared OMol25 entry of this formula, charge and spin)**: 0.000 eV

Löwdin atomic charges, in units of e: 0.103 0.059 0.016 0.050 1.314 -0.007 -0.156 -0.074 -0.133 -0.076 -0.223 -0.219 -0.111 -0.082 -0.153 -0.336 -0.372 -0.042 -0.127 -0.092 -0.584 -0.052 -0.714 0.043 0.109 0.129 0.125 0.105 0.109 0.068 0.116 0.117 0.091

---

Record 4
Formula: C10H10Cl2Sn
Source: the Open Molecules 2025 dataset
Level of theory: wB97M-V/def2-TZVPD

```
23
C10H10Cl2Sn, DFT wB97M-V/def2-TZVPD
Sn -0.88 2.38 0.60
Cl 0.29 4.45 0.60
Cl -2.94 3.06 1.55
C 1.75 -0.01 1.49
C 0.54 -0.03 -2.70
C 0.90 -1.15 1.32
C -0.87 0.24 -2.59
C 0.77 -1.37 -2.27
C -1.51 -0.97 -2.14
C -0.31 -0.92 2.07
C -0.18 0.35 2.71
C 1.08 0.92 2.33
C -0.49 -1.94 -1.91
H -0.86 0.79 3.44
H 1.15 -2.08 0.78
H -1.14 -1.61 2.27
H 1.73 -1.87 -2.16
H 2.76 0.14 1.09
H -2.58 -1.09 -1.89
H -1.36 1.19 -2.78
H 1.51 1.82 2.77
H 1.29 0.66 -3.02
H -0.65 -2.95 -1.55
```

Values from the calculation:
**Total charge**: -2
**Gap between HOMO and LUMO**: 5.387 eV

Löwdin atomic charges, in units of e: 0.463 -0.292 -0.292 -0.196 -0.230 -0.162 -0.264 -0.238 -0.225 -0.194 -0.328 -0.331 -0.239 0.060 0.069 0.067 0.046 0.065 0.045 0.035 0.060 0.038 0.042

---

Record 5
Formula: C10H10Cl3NO2Yb
Source: the Open Molecules 2025 dataset
Level of theory: wB97M-V/def2-TZVPD

```
27
C10H10Cl3NO2Yb, DFT wB97M-V/def2-TZVPD
Yb 0.13 -0.23 0.41
Cl -0.14 -0.42 5.70
Cl 1.32 1.80 4.57
Cl -1.63 1.76 4.53
O -0.17 1.19 2.10
O 0.03 -1.00 2.64
N 1.38 1.28 -0.78
C 0.09 -1.59 -2.09
C -1.23 -1.70 -1.58
C -1.17 -2.44 -0.37
C 0.82 2.40 -2.85
C 0.45 1.85 -1.60
C -0.94 1.79 -1.21
C 0.19 -2.77 -0.12
C 0.98 -2.23 -1.19
C -0.10 0.23 2.95
C -0.14 0.80 4.42
H 2.05 -2.34 -1.32
H 2.34 1.45 -1.07
H -2.03 -2.80 0.21
H -2.13 -1.35 -2.08
H -1.67 1.64 -2.01
H 0.56 -3.40 0.69
H 0.03 2.71 -3.53
H 0.37 -1.12 -3.04
H 1.86 2.39 -3.17
H -1.24 2.11 -0.20
```

Values from the calculation:
**Total charge**: -1
**2S+1**: 2
**Gap between HOMO and LUMO**: 4.480 eV

Löwdin atomic charges, in units of e: 1.701 0.579 0.616 0.619 -0.201 -0.105 -0.168 -0.189 -0.205 -0.259 -0.094 -0.718 -0.196 -0.285 -0.234 -0.775 -1.517 0.087 0.013 0.092 0.092 0.008 0.090 -0.008 0.098 -0.016 -0.022

---

Values for electronic energy, eV, ordered as above
-88204.77623, -92894.86705, -362301.27848, -41408.89438, -85215.35558